Entry 1:
Formula: C4H2ClNO
Source: the OMol25 dataset
Level of theory: the ωB97M-V functional and the def2-TZVPD basis

Values from the calculation:
Kohn-Sham gap: 9.67 eV
relative energy (zero: lowest compared OMol25 entry of this formula, charge and spin): 3.62 kcal/mol
SMILES: N#C/C(C=O)=C/Cl

ORCA input file:
```
! wB97M-V def2-TZVPD RIJCOSX def2/J DEFGRID3
* xyz 0 1
N -1.152 2.452 -0.310
C -0.751 1.381 -0.294
C -0.130 0.130 -0.023
C 1.375 0.173 0.054
O 2.032 1.128 -0.258
C -0.892 -0.973 0.046
Cl -0.330 -2.586 0.325
H 1.834 -0.809 0.382
H -1.986 -0.896 0.079
*
```


Entry 2:
Formula: C40H39N13P3RuSe2
Source: the OMol25 dataset
Level of theory: the ωB97M-V functional and the def2-TZVPD basis

Values from the calculation:
Kohn-Sham gap (alpha / beta): 7.53 / 4.94 eV
relative energy (zero: lowest compared OMol25 entry of this formula, charge and spin): 0.00 kcal/mol

ORCA input file:
```
! wB97M-V def2-TZVPD RIJCOSX def2/J DEFGRID3
* xyz 2 6
Ru -1.704 0.594 1.901
C 0.659 4.629 -0.555
N -0.539 3.817 -0.347
C -1.337 3.306 -1.337
C -2.257 2.512 -0.721
N -2.024 2.529 0.631
C -0.971 3.320 0.831
P -0.314 3.823 2.468
C -1.815 3.393 3.407
N -2.488 2.252 3.348
C -3.556 2.367 4.191
C -3.530 3.604 4.769
N -2.428 4.240 4.268
C -2.008 5.604 4.604
C 0.656 2.337 2.910
N 0.136 1.150 3.199
C 1.186 0.311 3.474
C 2.345 1.020 3.380
N 1.995 2.300 3.040
C 2.933 3.357 2.672
H 0.732 4.886 -1.606
H 1.542 4.056 -0.277
H 0.606 5.546 0.030
H -1.188 3.546 -2.379
H -3.069 1.956 -1.155
H -4.263 1.566 4.335
H -4.192 4.073 5.479
H -2.676 5.994 5.366
H -2.061 6.248 3.730
H -0.994 5.606 4.994
H 1.030 -0.718 3.758
H 3.373 0.729 3.532
H 3.911 3.122 3.080
H 2.605 4.314 3.073
H 3.011 3.417 1.586
Se 1.418 1.010 -4.511
P 2.260 -0.127 -2.930
C 2.363 -1.902 -3.271
C 2.015 -2.368 -4.532
C 2.145 -3.718 -4.832
C 2.627 -4.599 -3.876
C 2.968 -4.136 -2.610
C 2.828 -2.793 -2.302
C 3.934 0.424 -2.483
C 4.575 1.331 -3.316
C 5.879 1.729 -3.043
C 6.548 1.219 -1.941
C 5.904 0.322 -1.098
C 4.604 -0.071 -1.362
C 1.294 0.102 -1.404
C 0.076 -0.296 -0.838
N -0.080 0.487 0.269
N 0.972 1.267 0.401
N 1.807 1.045 -0.579
P -1.329 -1.346 -1.233
Se -2.782 -1.245 0.400
C -2.100 -0.842 -2.768
C -3.367 -0.257 -2.786
C -3.904 0.171 -3.989
C -3.180 0.021 -5.167
C -1.927 -0.576 -5.149
C -1.385 -1.013 -3.952
C -0.849 -3.070 -1.330
C -0.190 -3.600 -0.218
C 0.030 -4.962 -0.138
C -0.404 -5.795 -1.166
C -1.040 -5.263 -2.277
C -1.272 -3.897 -2.363
H 1.676 -1.667 -5.286
H 1.882 -4.078 -5.820
H 2.737 -5.650 -4.114
H 3.352 -4.823 -1.865
H 3.092 -2.445 -1.313
H 4.060 1.725 -4.181
H 6.370 2.437 -3.700
H 7.569 1.519 -1.738
H 6.421 -0.077 -0.232
H 4.110 -0.745 -0.675
H -3.941 -0.166 -1.873
H -4.889 0.619 -4.008
H -3.596 0.367 -6.105
H -1.362 -0.694 -6.064
H -0.407 -1.477 -3.942
H 0.130 -2.948 0.588
H 0.529 -5.380 0.728
H -0.241 -6.863 -1.100
H -1.373 -5.914 -3.076
H -1.796 -3.490 -3.219
N -4.203 -3.358 6.854
C -3.881 -2.912 5.643
N -4.398 -3.522 4.569
N -3.059 -1.879 5.573
C -2.593 -1.330 4.517
N -2.097 -0.782 3.612
H -4.869 -4.098 6.991
H -3.832 -2.884 7.659
H -4.981 -4.337 4.653
H -4.153 -3.210 3.647
*
```


Entry 3:
Formula: C9H6N4S
Source: the OMol25 dataset
Level of theory: the ωB97M-V functional and the def2-TZVPD basis

Values from the calculation:
Kohn-Sham gap: 8.45 eV
relative energy (zero: lowest compared OMol25 entry of this formula, charge and spin): 65.79 kcal/mol
SMILES: N#Cc1cnc(Nc2ccccn2)s1

ORCA input file:
```
! wB97M-V def2-TZVPD RIJCOSX def2/J DEFGRID3
* xyz 0 1
N -6.136 0.123 0.426
C -4.939 0.024 0.089
C -3.640 -0.063 -0.242
C -2.820 0.995 -0.165
N -1.466 0.751 -0.343
C -1.287 -0.580 -0.082
N -0.084 -1.148 0.166
C 1.213 -0.682 -0.095
C 1.300 0.707 -0.083
C 2.560 1.214 0.210
C 3.697 0.379 0.195
C 3.472 -1.036 -0.085
N 2.187 -1.571 0.000
S -2.753 -1.536 -0.070
H -3.245 2.051 -0.277
H -0.202 -2.227 0.252
H 0.494 1.523 -0.138
H 2.639 2.252 0.061
H 4.788 0.744 0.329
H 4.223 -1.919 -0.149
*
```


Entry 4:
Formula: C4H6N2
Source: the OMol25 dataset
Level of theory: the ωB97M-V functional and the def2-TZVPD basis

Values from the calculation:
Kohn-Sham gap: 11.03 eV
relative energy (zero: lowest compared OMol25 entry of this formula, charge and spin): 52.55 kcal/mol
SMILES: N#C[C@@H]1CCN1

ORCA input file:
```
! wB97M-V def2-TZVPD RIJCOSX def2/J DEFGRID3
* xyz 0 1
N 2.407 1.185 1.633
C 1.472 0.888 1.039
C 0.175 0.522 0.547
C 0.011 -0.954 0.256
C -0.815 -0.553 -0.977
N 0.015 0.737 -0.966
H -0.649 0.921 1.127
H 1.064 -1.185 -0.024
H -0.415 -1.569 1.159
H -0.832 -1.132 -2.002
H -1.831 -0.359 -0.540
H -0.602 1.498 -1.251
*
```


Entry 5:
Formula: C2H3ISi
Source: the OMol25 dataset
Level of theory: the ωB97M-V functional and the def2-TZVPD basis

Values from the calculation:
Kohn-Sham gap: 9.36 eV
relative energy (zero: lowest compared OMol25 entry of this formula, charge and spin): 20.35 kcal/mol
SMILES: [SiH3]C#CI

ORCA input file:
```
! wB97M-V def2-TZVPD RIJCOSX def2/J DEFGRID3
* xyz 0 1
Si -1.192 -0.188 0.101
C 0.582 0.119 -0.460
C 1.882 0.333 -0.135
I 3.909 0.465 0.065
H -1.400 -1.655 0.169
H -1.969 0.206 -1.056
H -1.810 0.719 1.317
*
```


Entry 6:
Formula: C27H58FN2O11S
Source: the OMol25 dataset
Level of theory: the ωB97M-V functional and the def2-TZVPD basis

Values from the calculation:
Kohn-Sham gap: 6.29 eV

ORCA input file:
```
! wB97M-V def2-TZVPD RIJCOSX def2/J DEFGRID3
* xyz 1 1
C -3.540 3.039 -0.997
C -2.073 2.944 -0.542
C -1.216 3.898 -1.340
O 0.138 3.978 -0.781
C 0.975 3.029 -1.129
C 1.441 2.993 -2.481
N 2.280 2.110 -2.934
N 2.670 1.192 -2.066
C 2.308 1.096 -0.787
C 2.818 -0.117 -0.076
C 2.294 -1.389 -0.777
C 0.868 -1.306 -1.284
F 3.170 -1.684 -1.826
C 1.465 2.072 -0.261
S 0.949 1.990 1.467
C 2.446 1.880 2.424
O 0.232 0.749 1.541
O 0.319 3.224 1.802
H -4.046 3.888 -0.536
H -4.060 2.122 -0.725
H -3.581 3.148 -2.084
H -1.973 3.147 0.523
H -1.744 1.915 -0.731
H -1.153 3.579 -2.386
H -1.591 4.920 -1.333
H 1.099 3.750 -3.179
H 3.284 0.481 -2.458
H 2.486 -0.172 0.953
H 3.908 -0.131 -0.162
H 2.351 -2.195 -0.043
H 0.239 -0.795 -0.549
H 0.820 -0.807 -2.254
H 0.453 -2.305 -1.411
H 3.335 2.050 1.818
H 2.339 2.619 3.215
H 2.487 0.878 2.850
C -1.002 -5.500 1.430
O -0.990 -4.501 2.433
C -0.454 -3.265 2.011
C -1.526 -2.253 1.671
O -2.290 -2.644 0.542
C -3.544 -3.219 0.871
H -1.631 -6.312 1.790
H -1.410 -5.122 0.489
H 0.007 -5.889 1.254
H 0.206 -3.411 1.145
H 0.150 -2.870 2.835
H -1.047 -1.301 1.427
H -2.172 -2.089 2.539
H -4.247 -2.451 1.210
H -3.445 -3.980 1.647
H -3.936 -3.680 -0.034
C -6.027 4.890 5.498
O -6.764 4.060 4.620
C -7.174 4.706 3.429
C -6.288 4.342 2.258
O -4.957 4.807 2.426
C -4.064 3.811 2.883
H -5.577 4.246 6.251
H -5.237 5.433 4.973
H -6.683 5.610 5.998
H -7.187 5.792 3.564
H -8.195 4.380 3.209
H -6.687 4.808 1.352
H -6.295 3.256 2.113
H -3.821 3.117 2.069
H -4.472 3.251 3.726
H -3.149 4.310 3.202
C 8.939 -0.569 2.787
O 8.797 -1.671 1.907
C 7.650 -2.461 2.150
C 6.550 -2.167 1.156
O 6.055 -0.834 1.282
C 6.603 0.049 0.326
H 9.707 0.079 2.370
H 8.007 -0.006 2.884
H 9.260 -0.901 3.779
H 7.286 -2.313 3.172
H 7.939 -3.511 2.044
H 5.713 -2.847 1.336
H 6.913 -2.338 0.138
H 6.158 -0.131 -0.663
H 7.686 -0.050 0.240
H 6.370 1.068 0.640
C 0.099 -1.841 -5.867
O -1.140 -1.659 -5.206
C -2.253 -2.084 -5.984
C -2.748 -3.450 -5.567
O -1.786 -4.460 -5.813
C -1.068 -4.863 -4.665
H 0.888 -1.745 -5.120
H 0.173 -2.828 -6.328
H 0.242 -1.074 -6.636
H -1.992 -2.090 -7.047
H -3.055 -1.356 -5.838
H -3.640 -3.692 -6.152
H -3.032 -3.439 -4.509
H -1.692 -5.476 -4.006
H -0.694 -4.003 -4.101
H -0.224 -5.461 -5.004
*
```


Entry 7:
Formula: C4H29NO9
Source: the OMol25 dataset
Level of theory: the ωB97M-V functional and the def2-TZVPD basis

Values from the calculation:
Kohn-Sham gap: 9.35 eV
relative energy (zero: lowest compared OMol25 entry of this formula, charge and spin): 64.81 kcal/mol
SMILES: CCCNC.O.O.O.O.O.O.O.O.O

ORCA input file:
```
! wB97M-V def2-TZVPD RIJCOSX def2/J DEFGRID3
* xyz 0 1
C 1.057 3.320 -0.648
C 0.115 2.768 -1.696
C 0.481 1.319 -2.279
N 0.477 0.320 -1.243
C 1.364 -0.836 -1.646
H 2.054 3.251 -1.121
H 0.896 4.345 -0.377
H 1.282 2.683 0.247
H -0.875 2.689 -1.300
H 0.129 3.408 -2.603
H -0.395 1.155 -2.905
H 1.394 1.594 -2.827
H 0.824 0.703 -0.360
H 2.343 -0.786 -1.202
H 1.122 -1.802 -1.169
H 1.250 -1.000 -2.739
O 3.412 2.078 0.725
H 2.746 1.388 0.641
H 3.059 2.680 1.384
O 1.495 -3.054 1.394
H 1.289 -2.434 0.691
H 1.177 -3.946 1.262
O 0.906 1.144 2.232
H 0.103 1.680 2.076
H 0.946 0.775 3.119
O -1.386 -2.660 -1.061
H -2.187 -2.966 -0.587
H -1.587 -2.387 -1.959
O -0.934 -1.119 1.317
H -1.048 -1.016 0.355
H -0.011 -0.880 1.488
O -3.514 -2.131 0.548
H -2.997 -1.514 1.047
H -4.089 -1.661 -0.078
O -2.693 0.645 1.798
H -2.506 1.097 2.624
H -1.922 0.011 1.678
O 2.670 -0.627 1.224
H 2.462 -1.496 1.619
H 3.628 -0.709 1.115
O -3.069 -0.050 -2.120
H -2.266 -0.513 -1.827
H -3.316 0.358 -1.277
*
```


Entry 8:
Formula: C5H10O
Source: the OMol25 dataset
Level of theory: the ωB97M-V functional and the def2-TZVPD basis

Values from the calculation:
Kohn-Sham gap (alpha / beta): 7.35 / 7.92 eV
relative energy (zero: lowest compared OMol25 entry of this formula, charge and spin): 137.22 kcal/mol

ORCA input file:
```
! wB97M-V def2-TZVPD RIJCOSX def2/J DEFGRID3
* xyz 0 1
O 2.707 0.024 0.010
C 1.442 -0.091 0.483
C 0.352 0.110 -0.379
C -0.901 -0.741 -0.087
C -1.914 0.338 -0.494
C -0.759 1.257 -0.160
H 3.334 -0.143 0.723
H 0.901 -2.110 0.249
H 1.313 -0.104 1.564
H 0.654 0.095 -1.430
H -0.981 -0.932 0.994
H 0.148 -2.157 -0.072
H -2.177 0.327 -1.556
H -2.813 0.435 0.117
H -0.769 1.606 0.874
H -0.537 2.088 -0.837
*
```